DFT (ωB97M-V/def2-TZVPD) results for C14H14Br42 as an isolated structure in a non-equilibrium geometry.

Values from the calculation:
E_tot	-2956523.1526	eV
HOMO level	-9.797	eV
maximum force	0.044	hartree/bohr
relative energy (zero: lowest compared OMol25 entry of this formula, charge and spin)	43.85	kcal per mole
net charge	0
frontier orbital gap	0.324	Ha

Last column: natural (NBO) charge in e.
CARTESIAN COORDINATES (ANGSTROEM)
1 C -2.951 -3.053 -4.249  -0.42
2 Br -1.280 -2.761 -5.376  0.06
3 Br -4.662 -2.800 -5.278  0.07
4 Br -2.937 -1.919 -2.612  0.08
5 H -2.963 -4.119 -4.024  0.22
6 C 4.845 -0.646 -4.500  -0.45
7 Br 6.609 -1.575 -4.775  0.07
8 Br 3.452 -1.865 -3.773  0.08
9 Br 4.327 0.305 -6.153  0.08
10 H 4.892 0.168 -3.775  0.22
11 C -0.352 0.047 -0.544  -0.47
12 Br -0.899 -1.556 0.480  0.08
13 Br 1.511 0.008 -1.148  0.08
14 Br -0.536 1.743 0.427  0.07
15 H -1.008 0.134 -1.410  0.23
16 C 0.444 7.306 -0.087  -0.46
17 Br 2.258 6.552 0.275  0.07
18 Br 0.264 9.196 0.399  0.09
19 Br -0.991 6.130 0.657  0.08
20 H 0.310 7.338 -1.169  0.22
21 C 2.280 -1.173 2.736  -0.46
22 Br 2.210 -0.579 4.612  0.09
23 Br 1.561 -2.992 2.376  0.08
24 Br 4.078 -0.901 1.962  0.08
25 H 1.578 -0.550 2.182  0.21
26 C -4.525 2.725 -0.102  -0.46
27 Br -3.662 3.969 -1.386  0.06
28 Br -3.671 2.818 1.614  0.12
29 Br -4.380 0.924 -0.932  0.07
30 H -5.556 3.072 -0.029  0.23
31 C -2.230 -1.051 5.732  -0.47
32 Br -1.538 0.097 4.262  0.08
33 Br -4.032 -0.671 6.348  0.10
34 Br -0.882 -1.273 7.200  0.08
35 H -2.360 -2.001 5.214  0.21
36 C 1.263 -5.289 -1.383  -0.44
37 Br 2.000 -6.447 0.075  0.06
38 Br 2.215 -3.574 -1.151  0.11
39 Br -0.722 -5.307 -1.191  0.05
40 H 1.399 -5.724 -2.373  0.22
41 C 2.210 4.297 -3.218  -0.46
42 Br 2.143 4.482 -5.206  0.08
43 Br 3.246 2.698 -2.734  0.06
44 Br 0.482 4.325 -2.272  0.09
45 H 2.823 5.106 -2.823  0.22
46 C 5.214 2.025 0.522  -0.43
47 Br 6.651 2.005 1.835  0.11
48 Br 5.526 0.532 -0.852  0.04
49 Br 5.006 3.858 -0.357  0.06
50 H 4.348 1.809 1.147  0.22
51 C -1.583 -7.591 2.859  -0.47
52 Br -1.118 -5.834 2.187  0.10
53 Br -2.506 -7.723 4.587  0.08
54 Br 0.031 -8.719 2.875  0.07
55 H -2.281 -8.032 2.148  0.22
56 C -1.790 1.145 -5.539  -0.46
57 Br -1.960 2.551 -6.938  0.08
58 Br -2.519 1.834 -3.835  0.05
59 Br 0.051 0.601 -5.170  0.09
60 H -2.369 0.238 -5.717  0.22
61 C 1.593 4.176 4.127  -0.45
62 Br 1.591 6.129 4.015  0.09
63 Br 2.196 3.650 2.314  0.05
64 Br -0.201 3.497 4.566  0.09
65 H 2.318 3.807 4.852  0.23
66 C -4.848 -2.974 3.539  -0.43
67 Br -4.322 -3.057 1.567  0.06
68 Br -4.049 -4.480 4.653  0.05
69 Br -6.796 -3.007 3.778  0.10
70 H -4.445 -2.053 3.960  0.21

Atomic forces in eV per Å
0.0 0.6 -0.7
-1.7 -0.2 1.0
1.4 0.0 0.6
0.1 -1.0 -1.2
0.2 0.4 0.4
-0.1 -0.2 -0.5
-1.5 0.8 0.4
1.0 0.8 -0.7
0.1 -0.7 0.7
0.5 -0.4 0.0
0.3 0.3 0.3
0.2 1.3 -0.6
-0.7 -0.4 0.2
-0.1 -0.8 -0.1
0.2 -0.2 0.1
0.1 -0.2 0.0
-1.2 0.8 -0.3
0.1 -0.9 0.2
1.0 0.9 -0.4
0.1 -0.4 0.3
-0.2 -0.2 -0.2
0.1 -0.5 -0.9
0.9 0.7 0.9
-1.1 -0.4 0.5
0.3 0.1 0.1
0.8 0.0 -1.0
-0.4 -0.2 0.7
-0.4 0.0 -0.1
-0.4 0.8 0.8
0.2 -0.5 0.0
0.6 -0.3 -0.4
-0.6 -0.4 1.0
0.7 0.3 0.0
-1.2 0.3 -1.1
0.4 0.0 0.5
-0.1 -0.2 1.3
-0.4 0.3 -1.1
-1.1 -0.9 -0.6
1.1 0.6 -0.4
0.5 0.2 0.4
0.2 -0.4 -0.2
-0.2 -0.1 1.4
-0.9 0.1 -1.0
0.8 -0.1 -0.8
-0.4 0.0 -0.2
0.7 0.4 -0.7
-0.3 0.1 -0.6
-0.4 1.5 1.1
0.7 -1.5 1.5
-0.2 0.0 -0.8
0.2 -0.5 0.0
-0.4 -0.4 0.8
0.5 0.3 -0.6
-0.6 0.4 0.0
0.3 0.1 0.1
0.3 0.7 0.9
0.2 -1.2 0.8
0.2 -0.1 -0.8
-0.4 0.4 -0.4
0.1 0.4 -0.6
-0.4 0.4 -1.1
0.0 -0.5 0.7
-0.3 -0.6 0.9
1.0 0.2 -0.3
-0.3 0.2 -0.2
0.0 -1.1 -0.3
-0.4 0.0 1.9
-0.5 1.3 -1.2
1.1 0.1 -0.3
-0.2 -0.2 -0.3


DFT (ωB97M-V/def2-TZVPD) results for C24H22GeHfN4S as an isolated structure in a non-equilibrium geometry.

Values from the calculation:
E_tot	-99832.3675	eV
HOMO level (spin up / spin down)	-16.380 / -16.384	eV
<S²>	0.780
maximum force	0.102	hartree/bohr
net charge	+3
frontier orbital gap (spin up / spin down)	0.169 / 0.169	Ha
spin multiplicity	2

Last column: Löwdin spin population.
CARTESIAN COORDINATES (ANGSTROEM)
1 Hf -12.958 6.938 9.850  0.00
2 N -16.328 9.285 10.363  0.00
3 C -15.383 8.289 10.432  0.00
4 S -13.808 8.597 11.325  0.00
5 N -15.752 7.178 9.890  0.00
6 N -14.781 6.170 9.621  0.00
7 C -15.174 4.892 9.641  0.00
8 C -14.062 4.063 9.854  0.00
9 C -13.996 2.665 10.155  0.00
10 C -12.740 2.019 10.126  0.00
11 C -11.546 2.790 9.974  0.00
12 C -11.674 4.133 9.811  0.00
13 N -12.873 4.792 9.833  0.00
14 H -16.141 10.213 10.713  0.00
15 H -17.191 9.116 9.873  0.00
16 H -16.213 4.562 9.592  0.00
17 H -14.954 2.106 10.282  0.00
18 H -12.629 0.956 10.174  0.00
19 H -10.554 2.328 9.795  0.00
20 H -10.833 4.742 9.546  0.00
21 C -9.831 6.986 11.327  0.00
22 Ge -10.335 7.952 9.658  0.01
23 C -9.136 7.003 8.390  0.01
24 C -7.775 6.793 8.638  0.00
25 C -6.992 5.850 7.948  0.00
26 C -7.566 5.040 6.974  0.00
27 C -8.941 5.207 6.707  0.00
28 C -9.668 6.216 7.357  0.00
29 C -9.543 9.765 10.035  0.18
30 C -8.977 9.873 11.292  0.05
31 C -8.910 11.110 11.970  0.09
32 C -8.960 12.301 11.258  0.14
33 C -9.215 12.220 9.884  0.00
34 C -9.212 13.438 9.109  0.19
35 C -9.701 13.433 7.801  0.07
36 C -10.261 12.242 7.265  0.07
37 C -10.191 11.058 7.965  0.16
38 C -9.631 10.980 9.264  0.00
39 H -8.756 6.763 11.253  0.00
40 H -10.386 6.053 11.485  0.00
41 H -10.034 7.652 12.158  0.00
42 H -7.316 7.373 9.459  0.00
43 H -5.945 5.755 8.276  0.00
44 H -7.014 4.277 6.446  0.00
45 H -9.447 4.689 5.930  0.00
46 H -10.694 6.361 7.083  0.00
47 H -8.496 9.018 11.756  0.00
48 H -8.719 11.102 13.039  0.00
49 H -8.700 13.226 11.759  0.00
50 H -8.762 14.303 9.577  0.01
51 H -9.645 14.306 7.132  0.00
52 H -10.750 12.277 6.261  0.00
53 H -10.603 10.151 7.532  0.01

Atomic forces in eV per Å
3.3 1.7 0.4
2.3 -0.8 0.7
-1.2 2.0 0.2
-0.9 0.1 0.1
0.2 -2.1 -1.9
-5.1 -1.0 0.6
-0.4 2.5 0.3
3.2 -2.6 0.9
-0.9 1.0 -1.0
1.1 1.6 0.2
-0.8 -2.0 -0.7
-1.2 1.2 -0.1
0.6 -2.0 -0.1
-0.1 -0.2 0.2
-0.1 -0.2 -0.2
0.1 0.3 0.3
1.0 0.4 -0.2
-0.3 -0.5 0.2
-0.9 0.2 0.5
0.6 0.3 0.2
-0.5 0.0 0.1
1.4 0.0 -1.5
0.1 -0.8 -0.6
0.2 0.4 0.8
0.0 0.4 0.7
-1.2 0.2 0.2
0.8 1.4 0.5
0.3 -0.5 0.4
-0.6 0.7 -1.1
0.7 1.1 1.3
0.5 -1.3 0.0
0.1 -0.5 -0.4
-0.5 0.7 -1.1
0.2 -1.3 0.2
-0.4 -0.7 -1.0
0.1 1.8 -0.7
0.0 -0.9 1.0
-0.3 0.4 0.6
-0.4 0.0 0.0
0.2 0.0 0.1
0.0 -0.2 0.4
0.0 -0.4 -0.5
-0.5 -0.1 -0.5
0.2 0.0 0.0
-0.1 -0.7 -0.5
-0.6 0.0 -0.3
-0.7 0.0 0.3
0.2 0.1 -0.2
-0.2 0.1 -0.2
-0.2 0.3 -0.1
-0.1 -0.3 0.7
0.7 -0.1 1.0
0.1 0.0 -0.1